[1]
DFT (ωB97M-V/def2-TZVPD) results for a 2-piece molecular cluster, C3H7N2O2 overall.

CARTESIAN COORDINATES (ANGSTROEM)
C  2.207  -0.076  -0.197
C  -1.845  -0.185  0.045
C  1.305  -0.924  0.322
N  -2.459  -1.281  -0.195
N  -1.596  0.954  -0.005
O  1.745  1.259  -0.193
O  -0.924  2.042  0.104
H  3.217  -0.037  -0.688
H  1.516  -1.951  0.337
H  0.340  -0.601  0.825
H  -2.978  -1.256  -1.084
H  -2.923  -1.716  0.615
H  2.269  2.034  0.011
H  0.127  1.738  0.105

Summary:
- Energy relative to the best compared isomer or geometry (same formula, charge and spin): 5.059 eV
- Expectation value of S²: 2.0059
- Spin multiplicity: 3
- Gap between HOMO and LUMO (spin up / spin down): 5.1160 / 9.8478 eV
- M: 103.10 g mol⁻¹
- Highest occupied orbital energy (spin up / spin down): -0.3467 / -0.5805 Ha
- Charge: +1
- Calculated total energy: -10283.7693 eV

Calculated atomic charges, method Löwdin, unit e:
1. C -0.191
2. C -0.104
3. C 0.040
4. N 0.199
5. N 0.086
6. O -0.042
7. O 0.100
8. H 0.147
9. H 0.060
10. H 0.072
11. H 0.169
12. H 0.164
13. H 0.126
14. H 0.172

[2]
DFT (ωB97M-V/def2-TZVPD) results for an isolated ion of composition C3H7N2O3Si2 and charge -1.

CARTESIAN COORDINATES (ANGSTROEM)
C  1.847  0.317  -0.667
C  -1.115  1.056  1.334
C  1.167  0.022  1.937
N  1.946  0.036  0.676
N  -0.055  0.477  2.156
O  2.814  0.157  -1.413
O  1.806  -0.606  2.832
O  -0.886  -0.446  -1.094
Si  -1.737  -1.326  -2.152
Si  -0.248  0.973  -0.386
H  2.832  -0.346  0.930
H  -0.321  0.312  3.035
H  -3.315  -1.555  -1.729
H  -1.829  -0.609  -3.402
H  -1.000  -2.518  -2.129
H  -0.745  1.942  -1.527
H  -1.160  2.113  1.596

Summary:
- Energy relative to the best compared isomer or geometry (same formula, charge and spin): 0.784 eV
- Gap between HOMO and LUMO: 6.8625 eV
- M: 175.27 g mol⁻¹
- Highest occupied orbital energy: -0.1285 Ha
- Charge: -1
- Calculated total energy: -28102.8319 eV

Calculated atomic charges, method Löwdin, unit e:
1. C -0.450
2. C -0.248
3. C -0.512
4. N 0.072
5. N -0.070
6. O -0.046
7. O -0.064
8. O -0.569
9. Si 0.441
10. Si 0.591
11. H 0.110
12. H 0.068
13. H -0.055
14. H -0.093
15. H -0.094
16. H -0.036
17. H -0.043

[3]
DFT (ωB97M-V/def2-TZVPD) results for a 2-piece molecular cluster, C3H7N2O4P overall.

CARTESIAN COORDINATES (ANGSTROEM)
O  1.363  -1.611  -0.434
P  1.176  -0.251  -0.031
O  1.585  0.045  1.477
O  1.860  0.854  -0.903
N  -0.558  0.099  0.003
C  -1.153  1.340  -0.026
C  -2.490  1.124  0.045
N  -2.669  -0.222  0.106
C  -1.490  -0.836  0.081
H  1.143  0.835  1.812
H  1.853  1.719  -0.476
H  -0.630  2.267  -0.088
H  -3.279  1.844  0.054
H  -3.556  -0.693  0.175
H  -1.286  -1.886  0.103
O  4.479  -2.087  -1.051
H  3.652  -2.542  -0.849

Summary:
- Energy relative to the best compared isomer or geometry (same formula, charge and spin): 0.000 eV
- Gap between HOMO and LUMO: 2.8117 eV
- M: 166.07 g mol⁻¹
- Highest occupied orbital energy: -0.1493 Ha
- Calculated total energy: -23680.7573 eV

Calculated atomic charges, method Löwdin, unit e:
1. O -0.167
2. P 0.418
3. O -0.061
4. O -0.036
5. N -0.057
6. C -0.036
7. C -0.031
8. N 0.122
9. C -0.034
10. H 0.081
11. H 0.092
12. H 0.127
13. H 0.133
14. H 0.182
15. H 0.167
16. O -0.659
17. H -0.241

[4]
DFT (ωB97M-V/def2-TZVPD) results for an isolated ion of composition C3H7N2OS and charge +1.

CARTESIAN COORDINATES (ANGSTROEM)
C  0.946  1.437  0.161
C  1.978  0.667  -0.057
C  -0.344  -0.766  0.144
N  -1.109  -0.886  -0.973
N  -0.389  0.800  0.440
O  -0.775  -1.409  1.261
S  1.790  -1.040  0.025
H  0.894  2.442  -0.056
H  2.942  1.026  -0.247
H  -0.750  -0.807  -1.977
H  -1.742  -1.689  -0.939
H  -0.706  0.830  1.437
H  -1.105  1.092  -0.273
H  -1.630  -1.697  1.055

Summary:
- Energy relative to the best compared isomer or geometry (same formula, charge and spin): 2.382 eV
- SMILES string: N[C@]1(O)[NH2+]C=CS1
- Gap between HOMO and LUMO: 9.2908 eV
- M: 119.17 g mol⁻¹
- Highest occupied orbital energy: -0.4854 Ha
- Charge: +1
- Calculated total energy: -19078.9154 eV

Calculated atomic charges, method Löwdin, unit e:
1. C -0.129
2. C -0.449
3. C -0.633
4. N 0.106
5. N 0.111
6. O 0.074
7. S 0.970
8. H 0.098
9. H 0.073
10. H 0.174
11. H 0.129
12. H 0.196
13. H 0.185
14. H 0.093